Molecular formula: C38H42F3N5O4P2S2Sn
Method: DFT, ωB97M-V with the def2-TZVPD basis set

The calculation puts the HOMO energy at -13.53 eV. Its HOMO-LUMO gap is 6.81 eV.

Geometry as ORCA input:
```
! RIJCOSX wB97M-V def2-TZVPD def2/J DEFGRID3
* xyz 2 1
Sn -0.74405 0.45205 0.50099
C -3.50248 5.85037 -1.30764
C -3.86686 4.80573 -0.26924
N -2.64936 4.27138 0.35730
C -2.40498 2.99044 0.59341
S -0.84506 2.68431 1.41000
N -3.29749 2.08100 0.26953
N -2.87024 0.82939 0.58945
C -3.70463 -0.09678 0.87749
C -5.17263 0.05586 0.70039
C -3.09206 -1.22993 1.61795
C -3.82020 -2.31724 2.05406
C -3.24707 -3.17961 2.98165
C -1.97909 -2.91048 3.45887
C -1.29533 -1.82410 2.93672
N -1.82616 -1.01519 2.02249
H -4.40727 6.22502 -1.78407
H -2.99170 6.70239 -0.85554
H -2.85786 5.42692 -2.07735
H -4.49712 5.23372 0.51173
H -4.39671 3.96788 -0.71260
H -1.94241 4.93200 0.64119
H -5.44258 1.10587 0.77711
H -5.43703 -0.27772 -0.30748
H -5.73927 -0.52227 1.42521
H -4.83078 -2.47298 1.70553
H -3.80380 -4.03297 3.34553
H -1.51677 -3.52421 4.21861
H -0.30612 -1.57596 3.28810
C 3.70394 0.04002 -0.13100
N 2.22931 -0.06474 0.05566
P 1.58556 -0.12936 1.58593
C 2.11385 -1.66571 2.34751
C 3.16869 -1.72138 3.26091
C 3.61439 -2.95333 3.72081
C 3.01695 -4.12293 3.27395
C 1.97567 -4.07272 2.35324
C 1.52654 -2.84911 1.89304
C 2.16005 1.26210 2.53403
C 2.57381 2.41654 1.86661
C 2.90772 3.54744 2.59376
C 2.81008 3.53617 3.97855
C 2.36786 2.39937 4.64545
C 2.03666 1.26269 3.92798
P 1.16432 -0.12124 -1.26982
C 1.83856 1.10922 -2.37075
C 2.63253 0.75567 -3.45559
C 3.24963 1.75743 -4.19438
C 3.06636 3.08973 -3.85584
C 2.25814 3.43907 -2.77755
C 1.63876 2.45076 -2.03495
C 1.37898 -1.76648 -1.98281
C 0.75989 -2.14203 -3.18213
C 1.01351 -3.38997 -3.72562
C 1.88381 -4.27248 -3.09485
C 2.50302 -3.90455 -1.91206
C 2.25330 -2.65665 -1.35650
H 4.19749 -0.03254 0.83652
H 3.95752 0.99200 -0.59250
H 4.06069 -0.76961 -0.76433
H 3.65293 -0.81691 3.60532
H 4.43240 -2.99753 4.42671
H 3.36926 -5.07917 3.63722
H 1.51895 -4.98616 1.99409
H 0.72982 -2.81444 1.15993
H 2.63631 2.43432 0.78550
H 3.24170 4.43825 2.07957
H 3.07633 4.41994 4.54253
H 2.28289 2.40022 5.72333
H 1.68147 0.38455 4.45391
H 2.77729 -0.28169 -3.72900
H 3.86905 1.49169 -5.04004
H 3.54903 3.86311 -4.43807
H 2.09945 4.48031 -2.53133
H 0.97899 2.71904 -1.21737
H 0.08495 -1.46675 -3.68405
H 0.53351 -3.67269 -4.65292
H 2.08228 -5.24219 -3.53161
H 3.19013 -4.58107 -1.42104
H 2.74652 -2.38965 -0.43453
F -3.05789 1.66987 -4.84927
C -2.61593 2.26875 -3.75887
F -3.63967 2.79617 -3.09311
F -1.76605 3.23310 -4.08614
S -1.75276 1.03844 -2.70032
O -2.77321 0.08830 -2.27082
O -0.70957 0.47893 -3.51996
O -1.23597 1.85720 -1.56959
C -1.12112 -4.11647 -0.32334
C -1.93451 -3.11501 -1.09731
O -1.49604 -1.77021 -0.79914
H -1.20901 -3.95204 0.75110
H -0.06957 -4.06535 -0.61275
H -1.47793 -5.12404 -0.53844
H -2.99942 -3.19918 -0.86567
H -1.80666 -3.27808 -2.16921
H -2.02843 -1.17182 -1.36802
*
```


Molecular formula: C38H42N10O3V
Method: DFT, ωB97M-V with the def2-TZVPD basis set

The calculation puts the HOMO energy (alpha / beta) at -0.99 / -1.38 eV. The expectation value of S² is 3.77. Its HOMO-LUMO gap (alpha / beta) is 4.96 / 5.34 eV.

Geometry as ORCA input:
```
! RIJCOSX wB97M-V def2-TZVPD def2/J DEFGRID3
* xyz -2 4
V -0.79296 -0.21744 0.80777
C 0.92826 -2.83840 1.17905
O 0.43784 -2.01836 0.13063
C 0.12171 -2.72664 -1.07673
C 1.21567 -2.72354 -2.10848
O 1.45725 -1.40983 -2.57105
C 2.25973 -1.41977 -3.72640
H 1.87858 -3.30171 0.89350
H 0.20440 -3.61846 1.43155
H 1.07477 -2.19523 2.04468
H -0.76722 -2.28154 -1.51032
H -0.10640 -3.77093 -0.83606
H 0.86780 -3.35772 -2.93486
H 2.14883 -3.14770 -1.70124
H 1.78080 -1.99902 -4.52397
H 3.24973 -1.85065 -3.51379
H 2.38537 -0.38583 -4.04737
N -1.75648 1.19118 -2.05347
C -2.58196 0.10660 -1.75290
C -3.68762 -0.09218 -2.58811
C -4.51395 -1.16394 -2.36257
C -4.22535 -2.02250 -1.30895
C -3.12789 -1.74390 -0.53271
N -2.31749 -0.68573 -0.72170
C -0.38112 1.31749 -1.88608
C 0.32940 1.98130 -2.89382
C 1.69354 2.11293 -2.77264
C 2.32322 1.58090 -1.65629
C 1.54498 0.95776 -0.70477
N 0.21323 0.83653 -0.79905
H -2.06910 1.66166 -2.88660
H -3.85150 0.57340 -3.42636
H -5.35543 -1.34846 -3.01764
H -4.82221 -2.89906 -1.10443
H -2.86032 -2.37895 0.29977
H -0.19378 2.34395 -3.76964
H 2.26178 2.61063 -3.54935
H 3.39429 1.63956 -1.52466
H 1.97164 0.54430 0.19889
C -0.86569 -0.83889 -5.03521
C -0.96916 -2.32593 -4.86656
C -0.46969 -3.31990 -5.70493
C -0.82321 -4.55027 -5.09289
C -1.51794 -4.20704 -3.93514
C -2.16104 -5.12149 -2.93385
N -1.59892 -2.85958 -3.78898
H -0.08426 -0.58278 -5.75683
H -0.61203 -0.36923 -4.08158
H -1.80391 -0.39175 -5.38983
H 0.08603 -3.17290 -6.62344
H -0.60375 -5.55076 -5.44421
H -3.20548 -5.34357 -3.18384
H -2.16582 -4.66148 -1.94247
H -1.63325 -6.07671 -2.86426
N -1.75322 -1.54715 2.22355
C -2.25989 -2.25829 2.98276
C -2.88883 -3.12370 3.88545
C -2.17298 -4.21807 4.41772
N -1.58782 -5.11526 4.85483
C -4.24500 -2.93504 4.22985
N -5.35499 -2.79331 4.52252
C 0.93350 5.69322 0.48853
C 1.64526 5.19274 1.71541
C 1.16600 5.47961 2.98559
C 1.74979 4.92481 4.11483
C 2.83181 4.06811 3.99082
N 3.42072 3.51943 5.16067
C 3.79074 2.20962 5.41968
O 4.63859 1.99044 6.28775
N 3.13749 1.20936 4.77498
C 1.90052 1.33389 4.05816
C 0.72528 1.87533 4.68624
C -0.38733 2.04844 3.94825
C -0.28363 1.81978 2.45891
N 0.55492 0.60641 2.22892
C 1.67490 0.57022 2.91952
C 3.35061 3.80855 2.72727
C 2.76249 4.36559 1.60697
H 0.31570 6.56281 0.71791
H 0.27853 4.91457 0.08991
H 1.63593 5.96476 -0.30184
H 0.28922 6.10849 3.09391
H 1.33036 5.10302 5.09666
H 3.89368 4.15793 5.77699
H 3.38466 0.31735 5.18069
H 0.73880 2.04744 5.76040
H -1.34371 2.30546 4.38994
H 0.29167 2.66291 2.02216
H 2.41668 -0.18878 2.64568
H 4.19658 3.13837 2.63512
H 3.15571 4.13496 0.62459
C -1.58504 1.61409 1.67686
H -1.82429 2.49081 1.06022
H -2.42733 1.45273 2.36179
*
```


Molecular formula: C38H43ClGdN3O2P
Method: DFT, ωB97M-V with the def2-TZVPD basis set

The calculation puts the HOMO energy (alpha / beta) at -0.14 / -4.96 eV. The expectation value of S² is 15.83. Its HOMO-LUMO gap (alpha / beta) is 2.55 / 7.06 eV.

Geometry as ORCA input:
```
! RIJCOSX wB97M-V def2-TZVPD def2/J DEFGRID3
* xyz -1 8
Gd 1.02802 0.36947 0.23343
Cl 3.96549 1.51014 0.37599
N 0.56163 -0.00543 -2.28582
N 0.04058 0.03155 2.45461
C 0.56936 1.13084 -2.95673
C -0.59866 1.00132 3.08760
C 0.40746 -1.10196 -3.28309
C 0.82800 -0.40463 -4.57725
C -1.05727 -1.52818 -3.32889
C 1.31548 -2.22006 -2.86210
H -1.70645 -0.68581 -3.61450
H -1.37354 -1.89506 -2.34877
H -1.18194 -2.32536 -4.06640
H 2.35347 -1.86870 -2.86846
H 1.21065 -3.08406 -3.52940
H 1.07607 -2.51817 -1.83776
C -0.00769 -1.17912 3.29478
C -0.91339 -0.75800 4.45360
C 1.40544 -1.46125 3.76155
C -0.60516 -2.31809 2.49282
H -1.59924 -2.02321 2.12999
H -0.69814 -3.20470 3.13367
H 0.03840 -2.54102 1.63402
H 1.76593 -0.60897 4.35536
H 2.05023 -1.59469 2.88746
H 1.42190 -2.37068 4.37072
O -1.14377 0.66568 4.23681
H -0.46168 -0.86532 5.44962
H -1.90079 -1.24327 4.44135
O 0.70966 1.02573 -4.26407
H 0.19428 -0.59992 -5.45414
H 1.88206 -0.59416 -4.83930
C 0.32679 2.43671 -2.25358
C -0.76164 2.35762 2.47786
C -1.39880 2.18216 1.10213
H 0.27014 2.78832 2.44144
H -1.38511 2.98763 3.14640
C -0.78389 1.68686 -0.02776
C -0.84750 2.24092 -1.28228
H 2.84016 1.33677 1.10361
C -2.21592 2.31331 -1.62369
C -3.14520 2.23773 -0.54534
C -2.57634 2.56213 -3.05797
C -2.77894 2.22530 0.83638
H -4.17402 2.44365 -0.77949
C -3.71955 2.38126 1.99425
H -4.70712 2.49638 1.52478
H -3.38549 3.29959 2.52300
H -3.64157 1.50447 2.67208
H -1.91977 3.39325 -3.39633
H -3.63334 2.84939 -2.99614
H -2.39093 1.65023 -3.66296
H 0.07861 3.23049 -2.98733
H 1.30389 2.69966 -1.76945
N 1.80757 -1.60741 0.39358
P 3.01054 -2.61689 0.27179
C 2.75480 -4.18009 -0.61340
C 3.86205 -4.91278 -1.06965
C 3.67807 -6.14993 -1.68815
C 2.38408 -6.69150 -1.78556
C 1.28903 -5.99714 -1.25234
C 1.47110 -4.74442 -0.66775
C 4.43383 -1.89146 -0.58071
C 5.16834 -0.91281 0.10564
C 6.12981 -0.13556 -0.55944
C 6.40000 -0.36588 -1.89883
C 5.70904 -1.36900 -2.58628
C 4.71797 -2.11420 -1.93342
C 3.74863 -3.36303 1.76523
C 2.93515 -4.19897 2.54707
C 3.45016 -4.85863 3.67127
C 4.80800 -4.70493 3.99875
C 5.63772 -3.93095 3.19543
C 5.12235 -3.28486 2.06519
H 4.87564 -4.51783 -0.95318
H 4.54139 -6.68721 -2.09264
H 2.23884 -7.66187 -2.26461
H 0.28236 -6.43664 -1.29317
H 0.62099 -4.19496 -0.25590
H 5.01658 -0.77455 1.17851
H 6.67482 0.64421 -0.00634
H 7.14944 0.23753 -2.41543
H 5.93721 -1.57755 -3.63920
H 4.20171 -2.90215 -2.49508
H 1.89050 -4.36119 2.26913
H 2.79928 -5.49244 4.27441
H 5.21120 -5.21003 4.88501
H 6.70631 -3.82861 3.42462
H 5.80498 -2.74555 1.42006
*
```


Molecular formula: C38H44B2IN8O4Ti
Method: DFT, ωB97M-V with the def2-TZVPD basis set

The calculation puts the HOMO energy at -11.18 eV. Its HOMO-LUMO gap is 7.37 eV.

Geometry as ORCA input:
```
! RIJCOSX wB97M-V def2-TZVPD def2/J DEFGRID3
* xyz 1 1
Ti -0.04879 -0.36753 -0.58149
C -1.96005 -4.34987 0.20478
C -2.35618 -3.71509 -1.09332
N -3.08467 -4.39011 -1.96094
C -3.43608 -3.81690 -3.13085
C -3.13697 -2.52099 -3.46728
C -3.54002 -1.93645 -4.79458
O -2.40541 -1.54829 -5.56314
C -2.34715 -1.79111 -2.56056
C -2.08875 -0.38893 -2.78413
N -1.32444 0.40425 -2.10408
C -1.26515 1.77040 -2.59220
C -1.43808 2.04042 -3.95091
C -1.46042 3.34118 -4.41740
C -1.29623 4.40003 -3.53477
C -1.03467 4.13807 -2.20093
C -0.99398 2.83092 -1.73745
I -0.26166 2.48700 0.19651
C -1.91681 -2.41581 -1.40658
O -1.10588 -1.75714 -0.57679
H -2.15019 -5.41887 0.15372
H -0.90741 -4.16716 0.42581
H -2.53559 -3.92483 1.02992
H -4.01609 -4.43514 -3.80772
H -4.18024 -2.64338 -5.32240
H -4.11850 -1.02098 -4.66880
H -1.91562 -2.33691 -5.82049
H -2.66236 0.05300 -3.58696
H -1.50356 1.22593 -4.66296
H -1.59165 3.52442 -5.47586
H -1.32535 5.42248 -3.88920
H -0.84082 4.95104 -1.51310
C 2.78863 4.63548 4.17698
C 1.56205 3.74528 3.98802
C 0.66722 3.76270 5.23140
C 1.95553 2.33683 3.65166
C 2.85273 1.48485 4.33852
C 2.81447 0.30629 3.64517
N 1.94988 0.46357 2.61671
N 1.41246 1.71206 2.61903
B 1.33913 -0.48665 1.63881
N -0.06896 -0.94256 2.09123
C -0.45577 -1.85222 3.00095
C -1.82571 -1.79541 3.09058
C -2.22267 -0.81635 2.16030
N -1.14747 -0.30459 1.56844
C -3.62267 -0.34827 1.88056
C -4.16442 0.40294 3.10287
C -3.72044 0.51965 0.63091
N 2.10523 -1.66000 1.06976
C 3.04580 -2.53683 1.44164
C 3.21687 -3.43246 0.40953
C 2.32005 -3.02934 -0.59348
N 1.63887 -1.96287 -0.17933
C 2.23226 -3.60508 -1.97625
C 3.26725 -2.91465 -2.87888
C 0.83878 -3.52468 -2.59112
H 2.48431 5.66202 4.38832
H 3.41782 4.64013 3.28542
H 3.39425 4.28798 5.01834
H 0.98139 4.11968 3.14101
H 1.20247 3.35508 6.09351
H -0.23103 3.16151 5.07576
H 0.36316 4.78399 5.47252
H 3.44930 1.70627 5.20982
H 3.33775 -0.62362 3.81492
H 1.17423 0.16782 0.59630
H 0.26148 -2.45835 3.53321
H -2.46198 -2.38452 3.73243
H -4.24085 -1.23802 1.73056
H -3.54385 1.27936 3.30518
H -4.16202 -0.22676 3.99322
H -5.18767 0.73882 2.92480
H -3.24495 1.48846 0.79579
H -4.76696 0.69312 0.37900
H -3.24138 0.04569 -0.22511
H 3.52737 -2.47078 2.40465
H 3.90823 -4.25850 0.36504
H 2.51179 -4.65557 -1.88479
H 3.03080 -1.85328 -2.98813
H 3.26333 -3.36556 -3.87272
H 4.27433 -2.99999 -2.46850
H 0.53430 -2.48449 -2.73032
H 0.09754 -4.03429 -1.97283
H 0.84259 -3.99971 -3.57340
O 1.32736 -0.00523 -3.59512
B 1.25471 0.05842 -2.21895
O 2.13364 1.01948 -1.71782
C 2.76831 1.55538 -2.82725
C 3.72288 2.54275 -2.87989
C 4.18077 2.88680 -4.15080
C 3.68956 2.25933 -5.29417
C 2.72138 1.25853 -5.21930
C 2.28305 0.93144 -3.95910
H 4.08994 3.02022 -1.98072
H 4.93608 3.65533 -4.25141
H 4.06665 2.55515 -6.26511
H 2.33224 0.76934 -6.10322
*
```


Molecular formula: C38H44CoN5PS
Method: DFT, ωB97M-V with the def2-TZVPD basis set

The calculation puts the HOMO energy (alpha / beta) at -9.46 / -9.46 eV. Its HOMO-LUMO gap (alpha / beta) is 6.11 / 6.13 eV.

Geometry as ORCA input:
```
! RIJCOSX wB97M-V def2-TZVPD def2/J DEFGRID3
* xyz 1 1
Co -1.40749 0.15964 0.02687
S -2.88804 1.60228 -0.85605
C -3.51265 0.07999 -1.42249
C -4.72297 -0.23888 -2.02170
C -4.97947 -1.57215 -2.27643
C -4.05484 -2.54598 -1.90596
C -2.87859 -2.15713 -1.30530
N -2.60768 -0.86111 -1.10334
H -5.43082 0.54177 -2.25926
H -5.91000 -1.86202 -2.74684
H -4.24628 -3.59487 -2.07740
H -2.14042 -2.86813 -0.97632
C 3.19259 0.21405 -0.71303
C 1.99425 0.85264 0.01076
C 2.08685 0.43290 1.47422
P 0.46383 0.53715 -0.99936
C 0.47677 1.88239 -2.26631
C -0.53228 1.61379 -3.38470
C 1.84573 2.21798 -2.87035
C 0.58615 -1.09475 -1.68547
C 1.02999 -1.50234 -2.94330
C 1.07439 -2.84089 -3.27595
C 1.55514 -3.31813 -4.61862
C 0.65047 -3.75521 -2.29863
C 0.21196 -3.37244 -1.04823
C 0.15903 -2.00967 -0.69117
N -0.38699 -1.47124 0.47849
C -0.55721 -2.34106 1.58985
C 0.42091 -3.29205 1.95172
C 1.83248 -3.32541 1.41682
C 0.10799 -4.28921 2.87533
C -1.12605 -4.38881 3.49165
C -1.43795 -5.48703 4.46980
C -2.04154 -3.38404 3.21524
C -1.77451 -2.35180 2.32831
C -2.78850 -1.22798 2.32902
H 4.09786 0.43193 -0.14385
H 3.34587 0.56393 -1.72822
H 3.07491 -0.86878 -0.75148
H 2.06073 1.94002 -0.03840
H 2.11376 -0.64336 1.58330
H 1.28452 0.80310 2.08492
H 3.02014 0.83491 1.87556
H 0.17913 2.77358 -1.70589
H -0.17996 0.81622 -4.03852
H -0.63883 2.51440 -3.99074
H -1.51395 1.34044 -3.00617
H 2.28150 1.37467 -3.40520
H 2.56347 2.57135 -2.13195
H 1.70063 3.02262 -3.59335
H 1.35628 -0.76378 -3.66570
H 1.85950 -2.48307 -5.24879
H 0.77205 -3.86496 -5.14656
H 2.40930 -3.98911 -4.51738
H 0.65640 -4.81241 -2.54122
H -0.10779 -4.13199 -0.34643
H 1.98489 -4.14863 0.71613
H 2.52508 -3.46820 2.24739
H 2.11420 -2.42215 0.89017
H 0.87496 -5.02150 3.10772
H -0.80197 -6.35540 4.30228
H -2.47618 -5.80835 4.38637
H -1.27835 -5.15469 5.49757
H -2.99554 -3.37807 3.73357
H -3.81867 -1.57679 2.38061
H -2.70408 -0.55140 1.47827
H -2.62118 -0.60790 3.20879
C -0.83560 2.29278 3.64891
C -0.86870 1.29626 2.69549
N -0.88296 1.54609 1.37758
C -0.82222 2.83182 1.00721
C -0.75776 3.89807 1.88935
C -0.79476 3.61774 3.24747
C -0.76043 5.27448 1.34113
C 0.19567 5.87642 0.63492
C 1.56512 5.42102 0.33617
C 2.36933 6.21102 -0.47889
C 3.66869 5.78894 -0.69879
N 4.15714 4.68694 -0.13949
C 3.31357 4.00925 0.62974
N 2.04188 4.29450 0.88238
H -0.83963 2.01846 4.69404
H -0.86183 0.25830 2.98714
H -0.85850 3.03720 -0.05062
H -0.78023 4.41825 3.97559
H -1.67428 5.83561 1.50802
H -0.02727 6.86736 0.25605
H 1.99328 7.12319 -0.92092
H 4.34016 6.35597 -1.33325
H 3.71633 3.12142 1.10611
*
```


Which formula does entry 2 have?
C38H42N10O3V